No. 1
{"formula": "C41H44B3NO16", "method": "ωB97M-V/def2-TZVPD", "elements": ["C", "C", "O", "C", "C", "O", "C", "C", "O", "C", "B", "O", "B", "C", "O", "B", "C", "C", "C", "N", "O", "H", "H", "H", "H", "H", "H", "H", "H", "H", "H", "H", "H", "H", "H", "H", "H", "H", "H", "H", "H", "H", "H", "H", "H", "C", "C", "C", "O", "C", "C", "C", "O", "H", "H", "H", "H", "C", "C", "C", "O", "C", "C", "C", "O", "H", "H", "H", "H", "C", "C", "C", "O", "C", "C", "C", "O", "H", "H", "H", "H", "C", "C", "C", "O", "C", "C", "C", "O", "H", "H", "H", "H", "C", "C", "C", "O", "C", "C", "C", "O", "H", "H", "H", "H"], "positions_angstrom": [[-0.5331, -4.3192, -0.2635], [-1.6913, -4.9774, 0.5662], [-2.8853, -5.2167, -0.1880], [-4.0346, -4.6413, 0.4644], [-3.9808, -3.0950, 0.1718], [-5.2528, -2.4392, 0.2611], [-5.1351, -1.1306, 0.8010], [-4.0809, -0.2370, 0.0138], [-4.1574, 1.1358, 0.4207], [-3.4429, 1.9536, -0.5159], [-1.8461, 1.9178, -0.2777], [-0.8956, 2.0089, -1.3634], [-0.4928, 0.6361, -1.5331], [-0.0403, 0.0582, -2.9590], [-0.5604, -0.1944, -0.3637], [-0.4411, 0.5710, 0.8380], [0.5931, 0.0465, 1.9562], [1.6303, -0.9683, 1.3856], [2.4699, -0.7208, 0.0698], [1.8502, -2.0598, 2.0405], [-1.2441, 1.7428, 1.0202], [-0.3555, -4.8012, -1.2573], [-0.6681, -3.2117, -0.4135], [0.4173, -4.4607, 0.3244], [-1.8958, -4.2821, 1.4308], [-1.3506, -5.9472, 1.0199], [-4.9864, -5.0688, 0.0720], [-3.9829, -4.8112, 1.5753], [-3.2874, -2.6459, 0.9450], [-3.5484, -2.8729, -0.8420], [-6.1411, -0.6487, 0.8007], [-4.7660, -1.1896, 1.8625], [-4.2323, -0.3698, -1.0895], [-3.0712, -0.6087, 0.3573], [-3.7863, 3.0225, -0.4972], [-3.6076, 1.5970, -1.5782], [0.3772, -0.9760, -2.9220], [-0.9514, -0.0008, -3.6216], [0.7435, 0.7607, -3.3643], [1.1772, 0.9545, 2.2870], [0.0647, -0.4356, 2.8216], [2.4227, 0.3491, -0.2488], [3.5350, -0.9463, 0.3453], [2.1882, -1.4277, -0.7515], [2.5520, -2.6244, 1.5488], [3.6836, 6.1501, -1.6942], [3.9047, 4.9362, -2.1978], [2.9492, 3.8294, -1.9753], [3.1494, 2.7192, -2.4333], [1.7402, 4.1197, -1.1757], [1.5179, 5.3330, -0.6718], [2.4730, 6.4415, -0.8934], [2.2716, 7.5475, -0.4371], [4.3712, 6.9725, -1.8455], [4.7838, 4.7054, -2.7864], [1.0539, 3.2962, -1.0261], [0.6383, 5.5629, -0.0836], [0.9660, 1.9001, -7.8977], [0.7740, 3.2097, -8.0518], [0.9184, 4.1452, -6.9144], [0.7417, 5.3384, -7.0533], [1.2852, 3.5714, -5.6010], [1.4774, 2.2622, -5.4467], [1.3330, 1.3268, -6.5838], [1.5098, 0.1335, -6.4442], [0.8641, 1.2006, -8.7177], [0.5060, 3.6466, -9.0054], [1.3869, 4.2709, -4.7805], [1.7463, 1.8275, -4.4952], [2.3435, 2.1862, 6.5080], [1.8352, 1.2467, 7.3047], [1.8160, -0.1762, 6.8977], [1.3511, -1.0320, 7.6219], [2.3840, -0.5159, 5.5739], [2.8922, 0.4243, 4.7786], [2.9109, 1.8457, 5.1852], [3.3759, 2.7041, 4.4594], [2.3656, 3.2318, 6.7877], [1.4164, 1.4772, 8.2761], [2.3623, -1.5612, 5.2917], [3.3109, 0.1935, 3.8066], [-8.6039, -7.8783, -0.4381], [-9.3157, -8.2750, -1.4923], [-9.2642, -7.5376, -2.7741], [-9.9140, -7.8973, -3.7344], [-8.3914, -6.3445, -2.8411], [-7.6796, -5.9479, -1.7870], [-7.7313, -6.6855, -0.5055], [-7.0810, -6.3253, 0.4551], [-8.6293, -8.4045, 0.5077], [-9.9586, -9.1455, -1.4614], [-8.3659, -5.8182, -3.7868], [-7.0365, -5.0769, -1.8178], [9.2910, 3.8103, 3.6524], [8.4910, 4.4706, 4.4888], [7.0453, 4.1645, 4.5702], [6.3165, 4.7676, 5.3312], [6.5222, 3.0964, 3.6887], [7.3236, 2.4364, 2.8524], [8.7685, 2.7424, 2.7711], [9.4994, 2.1400, 2.0105], [10.3504, 4.0209, 3.5786], [8.8565, 5.2539, 5.1409], [5.4624, 2.8849, 3.7619], [6.9589, 1.6529, 2.2000]], "homo_energy_ev": -9.614, "orbital_gap_ev": 7.78, "energy_ev": -79508.518, "molar_mass_g_mol": 839.2}

---

No. 2
{"formula": "CH6N", "method": "ωB97M-V/def2-TZVPD", "elements": ["C", "N", "H", "H", "H", "H", "H", "H"], "positions_angstrom": [[-0.6386, 0.3093, 0.0567], [0.7610, -0.0179, 0.0423], [-1.0736, 0.5300, 1.0900], [-1.0223, 0.9263, -0.8111], [-1.2771, -1.2913, -0.4605], [1.3032, 0.8125, 0.0232], [1.0676, -0.6190, -0.8240], [0.8798, -0.6499, 0.8834]], "charge": 1, "homo_energy_ev": -16.237, "orbital_gap_ev": 11.12, "energy_ev": -2614.020, "molar_mass_g_mol": 32.1}

---

No. 3
{"formula": "C44H117N5O17", "method": "ωB97M-V/def2-TZVPD", "elements": ["C", "O", "C", "C", "N", "C", "C", "O", "C", "H", "H", "H", "H", "H", "H", "H", "H", "H", "H", "H", "H", "H", "H", "H", "C", "O", "C", "C", "N", "C", "C", "O", "C", "H", "H", "H", "H", "H", "H", "H", "H", "H", "H", "H", "H", "H", "H", "H", "C", "O", "C", "C", "N", "C", "C", "O", "C", "H", "H", "H", "H", "H", "H", "H", "H", "H", "H", "H", "H", "H", "H", "H", "C", "O", "C", "C", "N", "C", "C", "O", "C", "H", "H", "H", "H", "H", "H", "H", "H", "H", "H", "H", "H", "H", "H", "H", "C", "O", "C", "C", "N", "C", "C", "O", "C", "H", "H", "H", "H", "H", "H", "H", "H", "H", "H", "H", "H", "H", "H", "H", "C", "C", "O", "H", "H", "H", "H", "H", "H", "C", "C", "O", "H", "H", "H", "H", "H", "H", "C", "C", "O", "H", "H", "H", "H", "H", "H", "C", "C", "O", "H", "H", "H", "H", "H", "H", "C", "C", "O", "H", "H", "H", "H", "H", "H", "C", "C", "O", "H", "H", "H", "H", "H", "H", "C", "C", "O", "H", "H", "H", "H", "H", "H"], "positions_angstrom": [[4.1922, 9.0890, -4.2159], [4.7210, 9.8733, -5.3065], [4.1036, 11.0921, -5.5375], [4.3213, 12.0652, -4.3563], [3.8004, 13.4111, -4.7417], [2.3925, 13.4429, -5.1323], [1.3949, 12.9912, -4.0584], [0.1454, 12.7620, -4.6226], [-0.7936, 12.4586, -3.5619], [4.7166, 8.1363, -4.1425], [3.1168, 8.9462, -4.3221], [4.5073, 9.5100, -3.2612], [3.0324, 10.8991, -5.5961], [4.4482, 11.4978, -6.4887], [5.3932, 12.0496, -4.1592], [3.8389, 11.7697, -3.4246], [3.9142, 14.1142, -4.0256], [2.3259, 12.8406, -6.0384], [2.0406, 14.4429, -5.3859], [1.2346, 13.7820, -3.3256], [1.7706, 12.1021, -3.5520], [-0.5625, 11.4715, -3.1614], [-1.7701, 12.3026, -4.0204], [-0.8370, 13.1521, -2.7222], [-0.2469, -2.8711, 0.9106], [-0.1999, -1.4837, 0.6888], [0.9076, -1.1614, -0.1781], [0.7931, 0.3613, -0.4524], [1.7884, 0.8061, -1.4149], [1.4768, 2.1786, -1.8571], [1.6537, 3.2504, -0.6881], [1.2883, 4.5938, -1.1711], [1.3611, 5.5271, -0.1554], [-1.0703, -3.1393, 1.5725], [0.7096, -3.2492, 1.2716], [-0.5170, -3.3493, -0.0309], [0.7543, -1.7132, -1.1055], [1.8525, -1.4646, 0.2729], [1.0421, 0.8284, 0.5005], [-0.2540, 0.5379, -0.6981], [2.7040, 0.7532, -0.9920], [0.4350, 2.2228, -2.1746], [1.9770, 2.4141, -2.7965], [2.6613, 3.2107, -0.2741], [1.0331, 2.9773, 0.1653], [2.3531, 5.4307, 0.2859], [0.6779, 5.2139, 0.6341], [1.2342, 6.5627, -0.4709], [3.1214, -19.7866, 3.0510], [2.7459, -18.4532, 3.4013], [1.4639, -18.4210, 4.0557], [1.1408, -17.0774, 4.8246], [0.9876, -15.9414, 3.8883], [0.3700, -14.7876, 4.5683], [0.1655, -13.6312, 3.5439], [-0.6246, -12.6398, 4.1926], [-0.9648, -11.6201, 3.2336], [4.0078, -19.6460, 2.4325], [2.3547, -20.3308, 2.4996], [3.4082, -20.4193, 3.8910], [1.3721, -19.1727, 4.8397], [0.6866, -18.6992, 3.3440], [1.8679, -16.8019, 5.5885], [0.1769, -17.2356, 5.3084], [1.8511, -15.7614, 3.3964], [0.9832, -14.5190, 5.4286], [-0.5825, -15.0038, 5.0521], [-0.2969, -14.0174, 2.6355], [1.1183, -13.2228, 3.2071], [-0.0978, -11.0010, 3.0029], [-1.7282, -10.9491, 3.6275], [-1.3581, -11.8871, 2.2528], [-4.7518, -5.6269, -0.5347], [-4.6449, -4.5788, 0.4480], [-5.7032, -3.6792, 0.4320], [-5.5825, -2.7554, 1.6310], [-4.5644, -1.7369, 1.4022], [-4.5977, -0.7476, 2.4893], [-3.6670, 0.4747, 2.1014], [-4.0343, 1.5366, 3.0233], [-3.6089, 2.8092, 2.5053], [-3.8132, -6.1637, -0.3967], [-4.9501, -5.3227, -1.5624], [-5.4875, -6.2779, -0.0624], [-6.6566, -4.1987, 0.5279], [-5.6169, -3.1823, -0.5343], [-5.5158, -3.3955, 2.5107], [-6.5475, -2.2597, 1.5255], [-3.6661, -2.1972, 1.4376], [-4.2955, -1.2786, 3.3919], [-5.6115, -0.4029, 2.6934], [-3.9109, 0.7109, 1.0657], [-2.6096, 0.2261, 2.1926], [-3.7239, 3.6246, 3.2194], [-4.2877, 3.0318, 1.6820], [-2.5915, 2.9043, 2.1260], [-3.2532, 8.0183, -6.3458], [-3.2392, 7.9602, -4.9787], [-3.1538, 6.6687, -4.4549], [-3.4654, 6.7246, -2.9133], [-4.8885, 6.8504, -2.5285], [-5.6639, 5.6165, -2.7497], [-7.1441, 5.6860, -2.4088], [-7.7655, 6.4890, -3.4279], [-9.1480, 6.5757, -3.3421], [-2.2969, 7.6690, -6.7352], [-3.3457, 9.0600, -6.6528], [-4.1467, 7.5439, -6.7516], [-2.1618, 6.2725, -4.6721], [-3.9580, 6.0761, -4.8911], [-2.9717, 7.6107, -2.5144], [-2.9903, 5.9032, -2.3769], [-5.2896, 7.5168, -3.1729], [-5.1832, 4.8719, -2.1151], [-5.5097, 5.1951, -3.7431], [-7.2366, 6.1842, -1.4438], [-7.4862, 4.6512, -2.4247], [-9.6654, 5.6266, -3.4822], [-9.6367, 7.3407, -3.9455], [-9.3700, 6.9295, -2.3353], [1.6096, 0.1458, -7.2345], [1.6242, -1.2053, -6.5198], [0.7042, -1.2397, -5.4630], [2.2731, 0.2104, -8.0969], [2.0171, 0.8293, -6.4897], [0.6085, 0.4610, -7.5289], [2.5488, -1.3240, -5.9551], [1.5476, -2.0373, -7.2199], [1.1794, -0.8936, -4.7041], [2.2417, -7.5146, 6.2752], [3.1234, -8.7856, 6.3433], [4.1330, -8.6815, 5.3850], [1.3114, -7.7302, 6.8005], [1.9502, -7.2183, 5.2675], [2.6552, -6.6559, 6.8041], [2.4763, -9.6321, 6.1136], [3.5317, -9.0066, 7.3295], [4.7092, -9.4390, 5.5110], [-4.9348, -1.3762, -4.3171], [-4.4044, -0.6468, -3.0726], [-5.5004, -0.3201, -2.2316], [-5.8450, -0.9090, -4.6933], [-5.2819, -2.3871, -4.1037], [-4.2256, -1.3385, -5.1440], [-4.0017, 0.3155, -3.3885], [-3.5808, -1.2138, -2.6385], [-5.3327, -0.7693, -1.3999], [4.8631, 0.5522, 3.0824], [6.2037, 0.3209, 2.3926], [5.9054, -0.0710, 1.0619], [4.1978, -0.3018, 2.9552], [4.3854, 1.3838, 2.5644], [4.9855, 0.7659, 4.1442], [6.7919, -0.4466, 2.8957], [6.8200, 1.2194, 2.4228], [6.6456, -0.5498, 0.6816], [4.5598, 10.9649, 2.6940], [3.2367, 11.5692, 3.0685], [2.3403, 10.5544, 3.3331], [4.4401, 10.3482, 1.8033], [5.0249, 10.3470, 3.4621], [5.3172, 11.7331, 2.5383], [2.7894, 12.2447, 2.3393], [3.3262, 12.1007, 4.0159], [1.5182, 10.9586, 3.6198], [4.2882, -5.7714, -0.7770], [4.6979, -6.0421, 0.6654], [4.0401, -7.2393, 1.0769], [3.2420, -5.9943, -0.9860], [4.8418, -6.4710, -1.4032], [4.5700, -4.7468, -1.0197], [4.4560, -5.2593, 1.3842], [5.7757, -6.1939, 0.7244], [4.2537, -7.3403, 2.0073], [0.4243, -1.3788, 6.2651], [1.5411, -1.6606, 7.3054], [2.0936, -0.4042, 7.7010], [0.7555, -0.7337, 5.4513], [-0.3929, -0.9303, 6.8301], [0.0045, -2.3001, 5.8611], [2.2988, -2.2841, 6.8307], [1.1966, -2.1937, 8.1915], [2.8029, -0.5565, 8.3296]], "homo_energy_ev": -8.694, "orbital_gap_ev": 8.95, "smiles": "COCCNCCOC.COCCNCCOC.COCCNCCOC.COCCNCCOC.COCCNCCOC.CCO.CCO.CCO.CCO.CCO.CCO.CCO", "energy_ev": -89770.746, "molar_mass_g_mol": 988.4}